1.
ORCA calculation (ωB97M-V/def2-TZVPD) on a molecular structure, C15H31BrClLi3MgN4O9S2 at a distorted geometry.

* lowest unoccupied orbital energy: -0.147 hartree
* HOMO energy: -0.202 Eh
* charge: 0

Last column: natural (NBO) charge in e.
Geometry (Å):
Br: -9.02725 -4.65525 -5.01785  -0.37
Cl: -1.49680 2.85027 -2.97768  -0.91
S: -4.12016 -0.32571 -0.40246  2.16
S: -1.46515 -0.49718 -0.26079  2.28
Mg: 3.87076 0.87801 2.03565  0.06
O: -4.38082 1.07764 -0.59179  -1.00
O: -5.14685 -1.21365 -0.87134  -0.98
O: 3.07456 -0.50503 -0.02702  -0.58
O: 7.36376 -2.18141 4.85799  -0.69
O: 6.67994 -1.84261 1.62160  -0.51
O: -1.17571 5.21992 -0.97884  -0.75
O: -1.30565 0.85778 0.21951  -0.99
O: 9.57487 -0.53043 3.08163  -0.46
O: -1.30933 -1.45940 0.81025  -0.99
N: -9.37186 -3.05781 -2.68188  -0.41
N: -2.75849 -0.74684 -1.14548  -1.25
N: 6.35042 -2.43462 6.87284  -0.85
N: 5.14804 -2.61834 4.90240  -0.85
C: -0.19518 -0.86845 -1.46045  -0.68
C: 7.80605 -2.04769 2.04801  0.16
C: 8.46007 -0.27714 2.68126  0.17
C: 1.94647 0.24397 0.35154  -0.09
C: 0.59858 0.37134 -1.83826  -0.43
C: 2.94602 -1.92050 0.02648  -0.26
C: 1.37158 1.11120 -0.74484  -0.43
C: -9.06228 -1.67058 -4.66993  -0.22
C: -7.87781 -1.19266 -4.15813  -0.21
C: -0.64438 6.12045 0.00077  -0.06
C: -7.44647 -1.64253 -2.91930  -0.22
C: -0.26223 5.38563 1.26967  -0.64
C: -9.77943 -2.63473 -3.91901  0.04
C: 6.35245 -2.39924 5.50612  0.78
C: -8.24296 -2.57102 -2.22617  0.05
Li: -1.92727 5.08777 -3.92456  0.70
Li: -4.71920 4.47007 -3.81169  0.47
Li: -0.98999 0.80587 -3.86709  0.96
H: 2.12422 -2.24918 0.65820  0.19
H: 2.85976 -2.32649 -0.98065  0.17
H: -3.93758 -0.49587 0.92090  -0.02
H: 2.28539 0.94886 1.13224  0.11
H: -0.72778 -1.21674 -2.34690  0.22
H: -0.17222 1.07088 -2.17886  0.19
H: 0.37311 -1.72484 -1.11546  0.25
H: 7.92641 -2.67703 2.93458  0.20
H: 0.78170 1.90713 -0.30514  0.25
H: 1.14890 -0.33778 0.81585  0.21
H: -1.38484 6.89791 0.21642  0.16
H: -1.95301 4.79778 -0.59590  0.48
H: 2.21199 1.61640 -1.22598  0.21
H: -1.13179 4.89242 1.70846  0.21
H: 5.12958 -2.58456 3.89780  0.42
H: 4.29823 -2.79565 5.40235  0.39
H: 1.25233 0.15019 -2.68740  0.20
H: -9.44732 -1.32993 -5.62054  0.22
H: 7.63191 -0.05391 3.37571  0.17
H: 7.22463 -2.27359 7.33581  0.41
H: 0.15587 6.07172 2.00664  0.22
H: 8.30408 0.29195 1.74292  0.14
H: 3.86766 -2.31943 0.44547  0.21
H: 5.53112 -2.60926 7.42178  0.39
H: -10.74096 -2.99784 -4.24908  0.23
H: -7.93221 -2.93298 -1.25267  0.20
H: 8.60035 -2.35927 1.33758  0.13
H: -6.52459 -1.28682 -2.48231  0.26
H: 0.22748 6.59408 -0.44782  0.17
H: 0.47378 4.61122 1.05433  0.22
H: -7.29447 -0.46646 -4.70948  0.20

Forces on the atoms, in the same order (eV/Å):
Br 0.287 -0.707 -0.715
Cl -0.507 0.629 -1.048
S -0.284 0.449 -1.546
S -0.053 -0.536 0.965
Mg 1.627 -0.022 0.874
O -0.098 0.472 0.297
O -0.170 -0.384 0.417
O -0.176 -0.080 0.144
O -0.012 0.000 0.451
O -0.101 1.011 0.185
O -0.079 0.378 -0.344
O 0.050 0.517 -0.487
O 0.067 -0.664 -0.193
O 0.016 -0.451 -0.083
N -0.528 0.643 -0.146
N 0.206 0.115 0.597
N 0.039 -0.014 -0.044
N 0.035 -0.090 -0.015
C 0.110 -0.018 -0.577
C -0.873 -5.446 -1.772
C 0.572 4.170 1.155
C -0.916 0.451 -0.205
C -0.392 0.118 -0.163
C 0.555 -0.174 0.008
C 0.840 0.084 -0.536
C -0.350 0.084 0.265
C -0.054 0.048 0.105
C -0.204 -0.105 0.197
C 0.100 0.015 -0.072
C 0.020 -0.092 -0.062
C 0.595 -0.345 0.290
C -0.199 0.024 -0.042
C 0.062 0.071 -0.011
Li 0.753 -0.657 0.704
Li -0.295 -0.396 0.207
Li -0.252 0.293 0.516
H -0.210 0.087 -0.039
H -0.261 -0.015 -0.100
H 0.146 -0.241 0.052
H -1.120 0.060 -0.469
H -0.126 -0.205 0.036
H 0.334 0.272 0.174
H 0.202 0.081 0.276
H 0.035 1.170 0.858
H -0.326 -0.154 0.152
H 0.152 -0.319 0.122
H 0.089 0.076 0.013
H 0.125 -0.239 0.030
H 0.106 0.033 -0.037
H -0.017 0.053 0.037
H 0.016 0.096 -0.007
H 0.000 0.032 0.025
H 0.169 -0.181 0.034
H -0.010 -0.118 -0.049
H -0.105 -0.949 0.178
H 0.020 0.009 -0.011
H -0.016 0.009 0.007
H 0.163 -0.774 -0.478
H 0.114 0.034 0.076
H -0.026 0.003 -0.024
H -0.207 0.368 0.178
H 0.084 0.079 0.015
H 0.279 1.420 -0.301
H -0.044 -0.083 0.063
H -0.021 -0.029 -0.096
H 0.040 0.029 -0.006
H 0.019 0.004 -0.025



2.
ORCA calculation (ωB97M-V/def2-TZVPD) on a molecular structure, C15H31BrOsP2 at a distorted geometry.

* lowest unoccupied orbital energy (spin up / spin down): -0.238 / -0.278 hartree
* HOMO energy (spin up / spin down): -0.476 / -0.508 Eh
* charge: +2
* ΔE to the lowest compared entry with this formula, charge and spin: 400.52 kJ/mol
* 2S+1: 5

Last column: natural (NBO) charge in e.
Geometry (Å):
Os: -0.66876 -1.23500 -1.11445  0.93
Br: 0.01936 0.61669 0.07746  -0.17
P: 2.43482 -2.26250 -4.60024  1.59
P: 3.80441 -3.84477 -1.16521  1.56
C: 4.28244 -0.95692 -2.08429  -0.46
C: 3.75597 -3.46626 -4.12151  -0.74
C: 1.06578 -2.63855 -1.91945  -0.55
C: 3.18664 -2.47591 -0.19767  -0.52
C: 1.14424 -3.30549 -5.34454  -0.97
C: 2.95554 -0.28916 -2.43084  -0.42
C: -2.54693 -0.94442 -0.53350  -0.88
C: 3.55161 -4.40459 -2.91509  -0.71
C: 3.29001 -5.24448 -0.10465  -0.97
C: 3.21725 -1.45808 -6.02773  -0.96
C: 0.74376 -1.44680 -2.85781  -0.58
C: 1.60529 -2.46418 -0.51020  -0.45
C: 4.28570 -1.92582 -0.96625  -0.26
C: 2.05412 -0.87856 -3.54015  -0.58
C: 5.63961 -4.17698 -1.09665  -0.92
H: 1.08127 -1.56666 -0.05770  0.25
H: 0.18296 -3.32418 -1.93261  0.25
H: 5.22199 -1.87730 -0.40817  0.26
H: 6.19338 -3.63982 -1.88199  0.25
H: 2.46317 -5.78854 -0.57154  0.26
H: 0.17006 -2.80236 -5.37027  0.28
H: 0.03403 -1.77072 -3.62844  0.20
H: 2.99530 -4.89642 0.89315  0.27
H: 6.07523 -3.88911 -0.12916  0.27
H: 4.79414 -1.35436 -2.97602  0.22
H: 1.82763 -0.05958 -4.23707  0.29
H: 2.55887 -0.68294 -6.42547  0.28
H: 1.86731 -3.15407 -2.46935  0.20
H: 4.29912 -5.20944 -3.03262  0.29
H: 3.34739 -2.51410 0.89776  0.30
H: 1.24588 -3.32211 0.10336  0.25
H: 2.57231 -4.90317 -2.98816  0.26
H: 1.40484 -3.54110 -6.38778  0.29
H: 3.20950 0.73650 -2.75225  0.26
H: -2.72961 -1.26332 0.51739  0.26
H: 4.12570 -5.94432 0.00457  0.27
H: -3.10933 -0.00623 -0.74017  0.27
H: 5.86892 -5.23941 -1.25204  0.26
H: 4.94187 -0.12899 -1.77404  0.28
H: 1.02764 -4.26634 -4.81977  0.27
H: -2.88474 -1.78242 -1.19513  0.20
H: 2.34021 -0.09277 -1.53378  0.26
H: 4.71725 -2.94514 -4.03033  0.26
H: 3.87534 -4.11139 -5.01202  0.28
H: 3.42318 -2.16096 -6.83967  0.27
H: 4.15843 -0.98176 -5.73935  0.27

Forces on the atoms, in the same order (eV/Å):
Os -0.557 1.709 -1.047
Br 0.284 1.193 0.619
P 2.400 -0.310 -2.123
P 3.317 -3.425 0.840
C 0.058 1.061 -0.491
C 0.240 -0.135 0.324
C 0.897 -1.151 -2.120
C -2.778 0.667 -0.053
C -0.715 -0.089 0.207
C 0.410 0.817 -0.417
C -1.175 -0.331 0.735
C -0.739 -0.106 -0.622
C -0.420 -0.938 -0.239
C 0.099 -0.149 -0.253
C -0.620 0.634 0.558
C 0.229 0.332 1.899
C 0.802 2.272 -0.296
C -2.596 -0.133 2.048
C 0.541 0.035 0.007
H 1.464 -0.726 0.284
H 0.673 -0.078 0.138
H -0.264 -0.282 -0.085
H -0.330 0.069 0.253
H -0.067 -0.003 0.242
H 0.268 -0.130 0.008
H 0.172 -0.048 0.219
H 0.030 -0.039 -0.365
H -0.258 -0.068 -0.213
H -0.146 0.210 0.303
H -0.224 -0.369 0.062
H -0.046 -0.041 0.076
H -0.494 -0.657 0.159
H -0.184 0.297 0.420
H -0.059 -0.368 -0.665
H 0.195 0.519 -0.409
H 0.283 0.111 0.125
H 0.259 0.234 0.385
H -0.040 -0.457 -0.043
H 0.021 0.298 -0.597
H -0.220 0.122 -0.050
H 0.559 -0.681 -0.049
H -0.399 0.111 0.105
H -0.020 -0.317 0.051
H 0.014 0.414 0.030
H -0.455 0.124 0.018
H 0.243 -0.407 -0.382
H -0.326 -0.011 -0.114
H -0.222 0.243 0.263
H -0.003 -0.007 0.164
H -0.103 -0.016 0.092



3.
ORCA calculation (ωB97M-V/def2-TZVPD) on a molecular structure, C15H31ClP2Sn at a distorted geometry.

* lowest unoccupied orbital energy: -0.004 hartree
* HOMO energy: -0.147 Eh
* charge: 0
* ΔE to the lowest compared entry with this formula, charge and spin: 516.56 kJ/mol

Last column: natural (NBO) charge in e.
Geometry (Å):
Sn: -2.04358 -0.59678 4.34538  1.03
Cl: -0.87318 1.49379 4.41082  -0.57
P: -0.18150 2.15685 -1.47452  1.56
P: -0.28632 -1.90004 -1.32517  1.53
C: -1.58975 -3.12230 -1.57161  -0.97
C: 2.15645 -0.22970 0.60010  -0.41
C: -1.35243 0.58049 0.55032  -0.42
C: -0.32484 1.77056 0.26436  -0.56
C: -0.22514 -1.53569 5.14075  -1.18
C: -0.68129 -0.50673 -2.45393  -0.74
C: -1.77002 2.77350 -2.07248  -0.99
C: 1.21295 -2.60837 -2.06272  -0.97
C: -0.90403 -0.71643 1.22698  -0.43
C: 1.80408 0.95582 1.59809  -0.43
C: 0.85981 1.92723 1.11500  -0.61
C: 0.07277 -1.68297 0.43238  -0.57
C: 1.45416 -1.46392 0.83902  -0.62
C: 1.10606 3.39340 -1.60357  -0.98
C: 0.26151 0.72198 -2.48901  -0.77
H: -1.73685 -0.22731 -2.30071  0.24
H: -1.89174 0.34514 -0.38295  0.15
H: 3.24242 -0.44158 0.70743  0.20
H: 0.97527 -3.01880 -3.05466  0.23
H: 1.05109 2.95983 1.42608  0.18
H: -2.12127 1.00050 1.22696  0.23
H: 0.24939 -0.81262 5.81692  0.24
H: 0.89911 4.05147 -2.45765  0.23
H: 2.74590 1.51509 1.75546  0.19
H: -0.53821 -2.43768 5.68142  0.21
H: 1.93116 -2.25630 1.42340  0.20
H: -0.64766 -0.96425 -3.46245  0.24
H: 1.99518 0.11902 -0.44307  0.12
H: -0.16125 -2.70595 0.81357  0.25
H: 2.07984 2.90313 -1.74924  0.27
H: 0.44861 -1.79176 4.31484  0.25
H: -1.64869 -3.78633 -0.69787  0.26
H: 1.99079 -1.84093 -2.17270  0.27
H: 1.13569 3.98516 -0.67933  0.29
H: 0.22654 1.12595 -3.51724  0.24
H: -0.45076 -0.47333 2.20848  0.24
H: -2.20920 3.46516 -1.34013  0.26
H: -2.47132 1.94424 -2.25453  0.25
H: -1.35382 -3.72213 -2.46157  0.25
H: 1.60217 -3.41179 -1.42245  0.28
H: 1.31690 0.45875 -2.29898  0.27
H: -1.82022 -1.29143 1.46476  0.19
H: -2.55764 -2.62316 -1.71868  0.25
H: -1.60294 3.31043 -3.01548  0.24
H: 1.55370 0.53702 2.59009  0.16
H: -0.92787 2.67375 0.53010  0.23

Forces on the atoms, in the same order (eV/Å):
Sn 0.669 0.234 0.129
Cl -0.362 0.085 -0.069
P 0.213 -0.941 0.240
P 0.789 0.225 -0.760
C -0.346 -0.210 -0.436
C 0.855 0.991 1.000
C -0.368 0.712 -0.032
C -0.834 -0.239 3.201
C -0.570 -0.119 0.053
C -0.335 -0.038 -0.746
C -0.033 0.321 -0.858
C -0.081 -0.195 -0.175
C -0.586 -0.103 -0.666
C 1.855 -0.828 -0.535
C -1.087 1.860 -0.858
C 0.431 0.497 3.935
C 0.031 -2.476 -0.622
C 0.028 0.352 -0.757
C 0.165 0.121 -1.056
H 0.422 -0.054 -0.005
H -0.107 -0.072 0.211
H -0.398 0.247 -0.190
H -0.031 0.144 0.160
H -0.307 -0.261 -0.009
H 0.339 -0.012 -0.315
H -0.074 -0.264 -0.225
H 0.107 -0.102 0.035
H -0.134 -0.244 0.163
H 0.346 0.046 -0.059
H -0.174 0.094 -0.466
H -0.039 0.156 0.335
H 0.171 0.318 0.171
H -0.037 0.384 -0.396
H -0.377 0.180 0.222
H -0.053 0.037 0.194
H 0.055 0.251 -0.261
H -0.227 -0.200 0.255
H -0.026 -0.377 -0.084
H 0.189 -0.339 0.158
H 0.339 -0.156 -0.743
H 0.204 -0.241 -0.119
H 0.288 0.288 0.133
H -0.231 0.082 0.205
H -0.114 0.383 -0.047
H -0.463 0.123 0.076
H -0.111 0.161 -0.202
H 0.225 -0.188 0.099
H -0.328 -0.037 0.139
H 0.082 -0.420 -0.148
H 0.031 -0.176 -0.275



In hartree, the E values for the records above are, in order, -5539.2881; -3936.6473; -1947.0637.